(1)
{"formula": "C39H81N7O32", "method": "the ωB97M-V functional and the def2-TZVPD basis", "fmax_ev_per_a": 4.41, "homo_ev": -10.12, "spin_multiplicity": 1, "orbital_gap_ev": 10.115, "symbols": ["C", "N", "O", "O", "H", "H", "H", "C", "N", "O", "O", "H", "H", "H", "C", "N", "O", "O", "H", "H", "H", "C", "N", "O", "O", "H", "H", "H", "C", "N", "O", "O", "H", "H", "H", "C", "N", "O", "O", "H", "H", "H", "C", "N", "O", "O", "H", "H", "H", "O", "C", "O", "C", "C", "C", "H", "H", "H", "H", "H", "H", "H", "H", "O", "C", "O", "C", "C", "C", "H", "H", "H", "H", "H", "H", "H", "H", "O", "C", "O", "C", "C", "C", "H", "H", "H", "H", "H", "H", "H", "H", "O", "C", "O", "C", "C", "C", "H", "H", "H", "H", "H", "H", "H", "H", "O", "C", "O", "C", "C", "C", "H", "H", "H", "H", "H", "H", "H", "H", "O", "C", "O", "C", "C", "C", "H", "H", "H", "H", "H", "H", "H", "H", "C", "C", "C", "O", "C", "O", "O", "H", "H", "H", "H", "H", "H", "C", "C", "C", "O", "C", "O", "O", "H", "H", "H", "H", "H", "H"], "positions_angstrom": [[-4.892, 1.402, 0.304], [-5.011, 0.711, -1.028], [-5.830, -0.148, -1.185], [-4.240, 1.055, -1.918], [-3.841, 1.697, 0.296], [-5.200, 0.710, 1.076], [-5.553, 2.238, 0.203], [-4.136, -2.747, -3.752], [-3.881, -2.904, -2.265], [-4.634, -3.638, -1.662], [-2.922, -2.315, -1.804], [-3.799, -1.741, -3.925], [-5.182, -2.925, -3.941], [-3.516, -3.533, -4.203], [-1.108, 5.876, -3.900], [0.105, 5.100, -3.412], [0.951, 4.824, -4.222], [0.004, 4.754, -2.227], [-1.681, 5.090, -4.429], [-0.771, 6.687, -4.546], [-1.687, 6.238, -3.079], [1.955, -6.091, 3.209], [2.109, -4.809, 4.031], [1.067, -4.344, 4.420], [3.217, -4.402, 4.296], [1.790, -6.843, 3.978], [2.863, -6.278, 2.632], [1.085, -5.974, 2.537], [-3.191, -5.862, 0.533], [-1.680, -5.936, 0.743], [-1.312, -6.683, 1.622], [-1.001, -5.304, -0.038], [-3.660, -6.034, 1.495], [-3.361, -6.569, -0.251], [-3.414, -4.843, 0.245], [-0.243, -3.415, -2.175], [-1.033, -3.868, -3.329], [-1.752, -4.863, -3.141], [-0.882, -3.288, -4.394], [0.629, -4.103, -2.193], [-0.788, -3.664, -1.252], [0.102, -2.390, -2.308], [5.426, -2.695, 1.620], [4.599, -3.596, 0.689], [4.795, -3.484, -0.481], [3.873, -4.378, 1.270], [4.686, -1.905, 1.900], [6.319, -2.206, 1.152], [5.649, -3.314, 2.437], [-0.928, 8.529, -0.547], [-2.030, 8.392, -1.012], [-2.765, 7.269, -0.888], [-2.114, 6.153, -0.148], [-2.814, 4.915, -0.659], [-2.803, 9.342, -1.912], [-2.382, 6.363, 0.879], [-1.023, 6.163, -0.237], [-2.554, 4.053, 0.018], [-2.592, 4.669, -1.704], [-3.881, 5.132, -0.462], [-3.620, 9.766, -1.328], [-3.333, 8.893, -2.728], [-2.132, 10.155, -2.189], [1.285, 1.700, 5.397], [1.659, 1.484, 4.283], [0.980, 1.987, 3.222], [-0.064, 2.999, 3.543], [-0.771, 3.184, 2.190], [2.839, 0.670, 3.852], [0.332, 3.920, 3.895], [-0.763, 2.616, 4.306], [-0.024, 3.520, 1.405], [-1.556, 3.954, 2.318], [-1.250, 2.294, 1.829], [3.287, 0.153, 4.708], [3.554, 1.376, 3.388], [2.636, -0.011, 3.049], [-2.481, 0.107, 2.257], [-2.254, -1.087, 2.278], [-1.540, -1.764, 3.249], [-0.599, -0.921, 4.060], [-0.334, -1.616, 5.356], [-2.919, -2.115, 1.316], [-1.076, 0.040, 4.282], [0.329, -0.782, 3.464], [0.032, -2.652, 5.289], [-1.217, -1.612, 6.043], [0.502, -1.071, 5.842], [-2.259, -2.605, 0.622], [-3.715, -1.611, 0.807], [-3.393, -2.857, 1.969], [2.380, -1.426, 0.800], [1.229, -1.900, 0.873], [0.153, -1.223, 0.387], [0.506, -0.011, -0.324], [-0.796, 0.693, -0.643], [0.848, -3.162, 1.534], [1.027, -0.268, -1.280], [1.159, 0.586, 0.301], [-1.272, 0.276, -1.523], [-0.606, 1.741, -0.746], [-1.487, 0.562, 0.175], [0.150, -3.771, 0.902], [0.332, -3.012, 2.496], [1.747, -3.710, 1.743], [6.875, 0.175, -3.621], [6.179, 1.080, -3.430], [5.084, 1.061, -2.607], [4.889, -0.233, -1.984], [3.963, -1.142, -2.760], [6.448, 2.434, -3.985], [4.513, 0.010, -1.035], [5.855, -0.743, -1.831], [4.482, -1.396, -3.656], [3.010, -0.633, -3.000], [3.692, -2.066, -2.287], [5.679, 2.507, -4.738], [7.453, 2.460, -4.423], [6.203, 3.189, -3.251], [0.784, 0.821, -3.525], [0.920, 1.346, -4.613], [-0.131, 1.870, -5.293], [-1.409, 1.870, -4.675], [-2.019, 0.472, -4.577], [2.150, 1.480, -5.357], [-2.021, 2.549, -5.260], [-1.247, 2.292, -3.653], [-1.328, -0.231, -4.070], [-2.187, 0.141, -5.615], [-2.997, 0.450, -4.106], [2.196, 0.565, -5.970], [3.080, 1.456, -4.778], [2.136, 2.310, -6.092], [-1.571, -5.715, 5.210], [-3.039, -5.489, 5.090], [-3.572, -4.270, 5.786], [-4.700, -3.870, 4.926], [-4.520, -4.371, 3.701], [-5.147, -4.183, 2.707], [-3.462, -5.236, 3.690], [-1.287, -6.738, 4.963], [-1.294, -5.417, 6.196], [-1.042, -5.100, 4.500], [-3.607, -6.329, 5.489], [-2.845, -3.409, 5.747], [-3.866, -4.431, 6.842], [2.999, 3.556, 0.806], [3.819, 3.343, -0.408], [2.958, 3.002, -1.649], [3.640, 3.629, -2.748], [4.328, 4.629, -2.239], [4.990, 5.323, -2.914], [4.467, 4.540, -0.890], [2.499, 2.626, 1.072], [2.309, 4.334, 0.683], [3.672, 3.830, 1.643], [4.588, 2.573, -0.198], [1.903, 3.373, -1.556], [2.885, 1.942, -1.878]], "mulliken_charge": [-0.587, 1.010, -0.582, -0.541, 0.008, 0.292, 0.385, -0.635, 0.753, -0.619, -0.016, 0.036, 0.316, 0.311, -0.512, 0.847, -0.511, -0.339, 0.200, 0.327, -0.035, -0.628, 0.862, -0.537, -0.588, 0.314, 0.282, 0.207, -0.447, 0.986, -0.587, -0.555, 0.180, 0.362, -0.003, -0.210, 1.151, -0.589, -0.616, 0.537, -0.222, -0.091, -0.546, 0.984, -0.567, -0.529, 0.021, 0.264, 0.335, -0.559, 0.788, -0.345, -0.610, -0.094, -1.211, 0.649, 0.247, -0.349, 0.078, 0.435, 0.323, 0.335, 0.361, -0.588, 0.371, 0.283, -0.986, 0.426, -0.501, 0.431, 0.363, -0.189, 0.463, -0.378, 0.339, 0.336, -0.214, -0.683, 0.422, 0.018, 0.434, -1.190, 1.546, 0.431, -0.254, 0.077, 0.246, 0.383, -0.523, 0.284, -1.081, -0.527, -0.745, 0.906, 0.585, 0.952, 1.914, -0.138, -0.377, -0.390, 0.380, -1.177, -0.808, -0.143, -0.419, -0.522, 0.733, -0.144, -0.323, -0.752, -1.027, 0.093, 0.596, 0.476, -0.219, 0.320, 0.236, 0.372, 0.169, -0.233, 0.724, -0.399, -0.112, -0.750, -1.116, 0.428, 0.013, 0.031, 0.357, 0.244, 0.405, -0.079, 0.326, -0.976, 0.325, -0.003, -0.399, 0.491, -0.526, -0.167, 0.429, 0.403, -0.046, 0.271, -0.158, 0.360, -1.355, 1.255, 1.056, -0.379, 0.351, -0.557, -0.467, 0.019, 0.293, 0.441, 0.081, -0.172, -0.623]}

***

(2)
{"formula": "C35H48Br4N3PRhSi", "method": "the ωB97M-V functional and the def2-TZVPD basis", "fmax_ev_per_a": 3.12, "homo_ev": [-15.47, -15.47], "total_charge": 3, "spin_multiplicity": 1, "orbital_gap_ev": [3.690, 3.937], "symbols": ["Rh", "N", "P", "C", "C", "C", "C", "C", "C", "C", "C", "C", "C", "C", "C", "C", "C", "C", "C", "C", "N", "H", "H", "H", "H", "H", "H", "H", "H", "H", "H", "H", "H", "H", "H", "H", "Br", "C", "Br", "H", "H", "C", "C", "C", "C", "Si", "Br", "C", "C", "C", "C", "C", "C", "C", "C", "H", "H", "H", "H", "H", "H", "H", "H", "H", "H", "H", "H", "H", "H", "H", "H", "H", "H", "H", "H", "H", "H", "H", "H", "H", "H", "H", "Br", "C", "C", "C", "C", "N", "C", "H", "H", "H", "H"], "positions_angstrom": [[1.780, -0.612, 1.558], [0.607, -3.440, 2.445], [0.239, -2.408, 1.148], [-1.565, -2.382, 1.286], [-2.449, -2.806, 0.298], [-3.813, -2.735, 0.532], [-4.295, -2.213, 1.725], [-3.414, -1.785, 2.709], [-2.054, -1.860, 2.487], [0.769, -3.313, -0.343], [0.268, -4.562, -0.699], [0.751, -5.182, -1.840], [1.743, -4.581, -2.603], [2.253, -3.344, -2.237], [1.763, -2.712, -1.110], [1.812, -3.403, 3.102], [2.201, -4.465, 3.930], [3.418, -4.405, 4.573], [4.211, -3.275, 4.398], [3.745, -2.256, 3.588], [2.578, -2.317, 2.945], [0.004, -4.228, 2.667], [-2.077, -3.217, -0.629], [-4.501, -3.088, -0.220], [-5.359, -2.129, 1.884], [-3.787, -1.386, 3.639], [-1.352, -1.526, 3.239], [-0.493, -5.038, -0.097], [0.346, -6.135, -2.145], [2.129, -5.082, -3.476], [3.034, -2.886, -2.823], [2.138, -1.738, -0.794], [1.548, -5.314, 4.041], [3.749, -5.219, 5.199], [5.168, -3.187, 4.883], [4.329, -1.357, 3.449], [4.246, -0.264, 0.819], [5.136, 0.916, -0.483], [3.843, 1.783, -1.566], [5.777, 0.300, -1.110], [5.703, 1.658, 0.076], [-1.182, 4.421, -3.269], [-0.109, 3.574, -2.636], [0.894, 3.060, -3.636], [0.598, 4.260, -1.493], [-1.082, 1.901, -1.848], [0.433, 1.015, -0.290], [-1.261, 0.463, -3.182], [-2.201, -0.597, -2.589], [-1.882, 0.983, -4.474], [0.067, -0.235, -3.485], [-2.624, 2.423, -0.730], [-3.837, 2.689, -1.622], [-2.356, 3.652, 0.139], [-2.955, 1.261, 0.218], [-0.701, 5.253, -3.786], [-1.856, 4.859, -2.539], [-1.754, 3.885, -4.023], [1.473, 3.916, -3.991], [0.439, 2.612, -4.513], [1.610, 2.378, -3.182], [1.026, 5.188, -1.879], [1.427, 3.663, -1.124], [-0.056, 4.543, -0.674], [-3.212, -0.220, -2.466], [-1.832, -0.970, -1.634], [-2.249, -1.435, -3.284], [-2.846, 1.451, -4.304], [-2.037, 0.149, -5.153], [-1.234, 1.682, -4.990], [0.536, -0.611, -2.581], [0.765, 0.400, -4.018], [-0.140, -1.093, -4.119], [-3.670, 3.494, -2.330], [-4.679, 2.988, -0.999], [-4.139, 1.799, -2.167], [-2.250, 4.562, -0.445], [-1.483, 3.515, 0.776], [-3.212, 3.802, 0.793], [-3.217, 0.352, -0.313], [-3.818, 1.552, 0.815], [-2.141, 1.048, 0.907], [2.556, 4.858, 3.087], [1.944, 3.167, 3.681], [1.465, 2.960, 4.972], [1.008, 1.696, 5.305], [1.060, 0.684, 4.357], [1.529, 0.893, 3.130], [1.957, 2.099, 2.787], [1.448, 3.766, 5.693], [0.619, 1.499, 6.292], [0.723, -0.315, 4.596], [2.312, 2.252, 1.776]], "mulliken_charge": [0.958, 0.299, 1.350, 1.038, -0.429, -0.683, -0.613, -0.669, -0.815, 1.072, -0.441, -0.879, -0.642, -0.723, -0.291, 0.272, -0.929, -0.398, -1.054, -0.375, 0.413, 0.343, 0.311, 0.461, 0.461, 0.473, 0.246, 0.523, 0.483, 0.475, 0.497, -0.157, 0.487, 0.479, 0.470, 0.432, -0.051, -0.648, 0.031, 0.462, 0.446, -1.738, 2.497, -1.710, -1.596, -1.653, 0.412, 2.440, -2.051, -1.764, -1.629, 2.689, -1.692, -2.060, -2.057, 0.563, 0.319, 0.325, 0.605, 0.314, 0.007, 0.580, 0.172, 0.255, 0.344, 0.237, 0.720, 0.375, 0.522, 0.345, 0.021, 0.309, 0.606, 0.329, 0.538, 0.334, 0.380, 0.287, 0.607, 0.298, 0.648, 0.231, -0.074, -0.638, -0.025, -1.070, -0.261, 0.055, -0.012, 0.512, 0.465, 0.582, 0.422]}

***

(3)
{"formula": "C5H12N2O", "method": "the ωB97M-V functional and the def2-TZVPD basis", "fmax_ev_per_a": 2.47, "homo_ev": -8.80, "spin_multiplicity": 1, "de_lowest_ev": 1.5844, "orbital_gap_ev": 9.689, "symbols": ["C", "C", "N", "C", "C", "O", "C", "N", "H", "H", "H", "H", "H", "H", "H", "H", "H", "H", "H", "H"], "positions_angstrom": [[-0.261, 1.236, 1.989], [-0.268, -0.162, 1.367], [0.609, -0.333, 0.251], [2.032, -0.150, 0.539], [0.261, -0.288, -1.081], [1.090, -0.248, -1.972], [-1.212, -0.202, -1.433], [-1.501, -0.771, -2.736], [-0.536, 2.047, 1.285], [-0.788, 1.363, 2.929], [0.759, 1.641, 2.055], [0.038, -0.883, 2.136], [-1.274, -0.445, 1.052], [2.692, -0.259, -0.315], [2.388, 0.733, 1.049], [2.370, -1.057, 1.080], [-1.871, -0.713, -0.737], [-1.439, 0.875, -1.417], [-0.723, -1.122, -3.267], [-2.366, -1.263, -2.774]], "nbo_charge": [-0.641, -0.209, -0.439, -0.442, 0.681, -0.628, -0.306, -0.863, 0.212, 0.224, 0.213, 0.194, 0.208, 0.252, 0.199, 0.195, 0.190, 0.198, 0.394, 0.368]}